Molecular formula: C8H20
Method: DFT, the ωB97M-V functional and the def2-TZVPD basis

The geometry in XYZ format:
```
28
Properties=species:S:1:pos:R:3:forces:R:3
C 3.066 1.748 0.286 0.0 0.1 -0.1
C 1.951 0.802 0.731 -0.2 0.0 -0.2
C 2.485 -0.621 0.896 0.0 -0.1 -0.1
C 1.312 1.292 2.030 -0.1 0.0 0.0
H 3.855 1.775 1.056 -0.2 0.1 -0.3
H 2.677 2.770 0.145 0.2 -0.3 0.0
H 3.512 1.407 -0.663 -0.1 0.2 0.3
H 1.171 0.790 -0.057 0.3 0.0 0.3
H 3.264 -0.635 1.676 -0.2 -0.1 -0.2
H 1.676 -1.309 1.194 0.3 0.2 -0.1
H 2.925 -0.984 -0.048 -0.1 0.1 0.4
H 0.907 2.310 1.905 0.1 -0.4 0.1
H 0.493 0.622 2.339 0.3 0.3 0.0
H 2.071 1.312 2.830 -0.3 0.0 -0.2
C -1.754 -0.181 -2.808 0.0 0.0 -0.1
C -1.880 -1.127 -1.614 0.1 -0.2 0.0
C -2.601 -0.485 -0.431 -0.1 0.2 0.0
C -2.726 -1.431 0.762 0.0 0.0 0.1
H -1.230 -0.671 -3.645 -0.2 0.3 0.3
H -1.188 0.720 -2.518 -0.2 -0.3 -0.2
H -2.756 0.128 -3.152 0.4 0.0 0.0
H -2.435 -2.035 -1.920 0.3 0.3 0.1
H -0.871 -1.444 -1.287 -0.4 0.0 -0.1
H -2.046 0.423 -0.126 -0.3 -0.3 -0.1
H -3.610 -0.168 -0.759 0.4 0.0 0.1
H -1.725 -1.740 1.106 -0.4 0.0 0.0
H -3.293 -2.332 0.472 0.2 0.3 0.2
H -3.251 -0.940 1.600 0.2 -0.3 -0.3
```
Forces are in eV/Å.

Properties
Energy above the lowest of the compared OMol25 structures with the same formula, charge and spin   0.0 kJ/mol
E_HOMO   -11.31 eV
Orbital gap   12.33 eV
Lowest unoccupied orbital energy   0.0374 Ha
SMILES   CC(C)C.CCCC
Electronic energy   -8620.6652 eV

Results of the Mulliken charge analysis, in e, for atoms 1 through 4: -1.44 1.13 -1.37 -1.35



Molecular formula: C8H20As5F30HgNO
Method: DFT, the ωB97M-V functional and the def2-TZVPD basis

The geometry in XYZ format:
```
66
Properties=species:S:1:pos:R:3:forces:R:3
Hg -1.186 1.618 1.040 -0.5 0.7 0.4
C 2.764 -0.582 -3.146 0.6 0.4 -0.6
C 3.109 -1.455 -1.998 -0.3 0.5 0.6
N 2.042 -2.457 -1.703 0.6 -0.4 -0.2
C 1.939 -3.278 -2.894 0.0 -0.8 -1.6
C 2.560 -3.249 -0.592 -0.1 -1.5 1.0
C 1.635 -4.372 -0.144 0.4 0.3 0.9
C 0.703 -1.906 -1.421 -0.5 1.3 -1.1
C 0.614 -1.044 -0.179 1.0 -1.2 1.4
O -0.633 -0.471 -0.059 -0.3 0.9 -0.3
C -1.664 -1.418 -0.155 -0.7 -0.6 0.8
H 3.505 0.214 -3.154 -0.1 0.3 -0.1
H 1.780 -0.148 -3.078 -0.2 0.4 -0.1
H 2.887 -1.136 -4.080 -0.2 0.2 0.0
H 3.210 -0.951 -1.048 0.4 0.6 0.0
H 4.008 -2.015 -2.240 0.1 -0.1 0.4
H 1.558 -4.276 -2.710 -0.4 0.2 0.2
H 2.911 -3.420 -3.369 0.1 0.1 0.2
H 1.320 -2.726 -3.592 -0.2 -0.3 -0.2
H 2.742 -2.607 0.265 0.3 0.2 -0.1
H 3.482 -3.698 -0.950 0.3 0.2 0.0
H 2.265 -5.103 0.365 -0.1 -0.2 -0.2
H 1.095 -4.838 -0.957 -0.2 -0.2 0.1
H 0.978 -4.007 0.645 -0.4 0.0 -0.3
H 0.004 -2.739 -1.450 0.2 -0.1 0.4
H 0.437 -1.295 -2.292 -0.1 -0.1 0.2
H 1.367 -0.266 -0.080 0.1 0.2 -0.4
H 0.750 -1.695 0.697 0.2 0.1 0.0
H -2.579 -0.938 0.157 -0.4 0.2 -0.5
H -1.534 -2.216 0.589 0.3 0.0 -0.1
H -1.690 -1.834 -1.159 -0.6 0.2 -0.1
As -4.331 0.010 2.903 1.0 0.7 1.3
F -5.370 -1.165 3.537 -1.0 -1.1 0.4
F -5.422 1.234 3.306 -0.9 1.0 -0.2
F -3.172 1.221 2.244 0.3 0.2 -0.3
F -3.187 -1.208 2.548 0.9 -0.7 -0.4
F -4.964 -0.135 1.363 -0.7 -0.2 -1.8
F -3.625 0.252 4.431 0.7 0.0 0.8
As -2.710 1.651 -2.755 0.4 -0.1 0.0
F -1.304 0.740 -3.210 0.5 -0.6 -0.2
F -3.520 0.185 -2.454 -0.5 -1.1 0.0
F -4.067 2.517 -2.259 -0.9 0.7 0.5
F -1.791 3.044 -2.968 0.5 1.2 -0.1
F -3.270 1.724 -4.368 -0.1 -0.3 -0.9
F -2.149 1.559 -1.074 0.1 0.0 0.4
As 2.257 3.285 -0.305 0.0 0.2 0.3
F 3.751 3.739 -1.013 0.6 0.0 -0.5
F 1.557 4.776 -0.674 -0.5 0.8 -0.3
F 0.735 2.709 0.402 -0.4 0.0 0.4
F 2.902 1.743 0.117 0.4 -1.0 0.0
F 2.776 3.893 1.183 0.1 0.2 1.1
F 1.681 2.642 -1.771 -0.1 -0.6 -1.1
As -1.948 4.909 1.977 0.1 0.2 -0.5
F -0.398 5.431 1.499 0.6 -0.1 -0.1
F -2.594 6.202 1.047 -0.3 0.1 -0.3
F -3.523 4.398 2.358 -0.5 -0.3 0.2
F -1.249 3.540 2.816 0.2 -0.5 0.1
F -1.864 5.850 3.398 0.0 0.3 0.6
F -1.993 3.789 0.568 0.0 0.0 -0.1
As 0.908 -0.618 3.723 0.6 1.2 0.5
F 2.317 -0.620 2.745 0.7 0.1 -0.7
F 0.334 -1.912 2.759 -0.7 -0.8 -0.8
F -0.492 -0.637 4.649 -1.1 0.1 0.3
F 1.517 0.723 4.612 0.1 0.0 0.0
F 0.181 0.570 2.576 0.0 -0.3 0.0
F 1.648 -1.737 4.779 0.5 -0.6 0.6
```
Forces are in eV/Å.

Properties
Energy above the lowest of the compared OMol25 structures with the same formula, charge and spin   0.0 kJ/mol
E_HOMO   -7.11 eV
Orbital gap   9.65 eV
Lowest unoccupied orbital energy   0.0932 Ha
Total charge   -2
Electronic energy   -402069.5006 eV

Results of the Mulliken charge analysis, in e, for atoms 1 through 4: 3.32 -1.25 -0.40 -0.02



Molecular formula: C8H20AsF6MgNO7
Method: DFT, the ωB97M-V functional and the def2-TZVPD basis

The geometry in XYZ format:
```
44
Properties=species:S:1:pos:R:3:forces:R:3
Mg 0.293 0.030 0.186 -0.4 0.7 0.1
N 4.181 0.594 2.495 3.4 -2.9 1.6
O 3.162 0.208 1.983 -5.4 -1.3 -2.5
O 4.524 1.721 2.500 0.6 4.5 -0.2
O 4.903 -0.293 2.984 0.2 -0.2 0.5
As 1.986 -4.793 -0.717 0.6 -1.7 0.4
F 1.766 -4.752 1.051 0.1 0.6 -1.4
F 3.607 -3.994 -0.560 -2.1 -0.9 -0.2
F 2.274 -5.006 -2.469 -0.8 0.6 1.6
F 0.241 -5.429 -0.799 2.3 0.9 -0.3
F 1.263 -3.124 -0.941 0.3 -0.7 0.2
F 2.685 -6.451 -0.502 -0.9 1.9 -0.3
C -2.720 0.663 -1.677 -0.7 0.9 0.0
O -2.211 -0.262 -0.713 1.4 1.7 -1.0
C -3.139 -1.223 -0.343 0.0 -2.4 -0.1
C -2.837 -1.678 1.067 -1.8 0.1 1.2
O -1.635 -1.151 1.499 2.6 0.6 -0.1
C -1.343 -1.484 2.845 -0.1 0.2 1.2
H -1.983 1.114 -2.342 0.5 -0.8 0.1
H -3.125 1.535 -1.164 -0.3 0.0 0.3
H -3.534 0.233 -2.260 0.2 -0.2 -0.1
H -3.007 -2.105 -0.970 -0.1 0.0 -0.5
H -4.184 -0.927 -0.441 0.2 0.5 0.1
H -2.897 -2.738 1.313 0.4 -0.4 -1.0
H -3.646 -1.320 1.704 0.0 0.6 0.4
H -0.311 -1.269 3.122 0.2 -0.1 -0.5
H -1.545 -2.527 3.090 0.0 -0.1 -0.3
H -1.945 -0.850 3.496 -0.3 -0.1 0.1
C 1.622 1.497 -2.901 1.6 -1.4 -0.1
O 1.169 1.883 -1.606 0.3 0.2 -0.8
C 1.518 3.249 -1.335 -1.0 -0.4 1.6
C 0.396 3.739 -0.390 1.1 -0.1 0.1
O -0.098 2.647 0.444 1.0 -1.0 -0.7
C -1.148 3.031 1.292 -1.0 0.4 0.1
H 2.458 2.064 -3.310 -0.5 1.1 0.1
H 0.826 1.359 -3.634 0.0 0.1 0.2
H 2.235 0.608 -2.748 -0.7 -0.8 -0.2
H 1.582 3.846 -2.245 -0.4 -0.1 0.0
H 2.480 3.352 -0.833 0.1 -0.5 0.0
H -0.352 4.224 -1.018 -0.7 -0.3 0.5
H 0.876 4.458 0.273 -0.4 0.3 0.1
H -0.854 3.788 2.019 0.0 0.5 -0.5
H -1.565 2.255 1.934 0.6 -0.8 -0.3
H -1.970 3.279 0.620 -0.3 0.8 0.4
```
Forces are in eV/Å.

Properties
Energy above the lowest of the compared OMol25 structures with the same formula, charge and spin   853.1 kJ/mol
E_HOMO   -7.60 eV
Orbital gap   3.84 eV
Lowest unoccupied orbital energy   -0.1384 Ha
Electronic energy   -107024.2638 eV

Results of the Mulliken charge analysis, in e, for atoms 1 through 4: 1.73 0.98 -0.61 -0.64



Molecular formula: C8H20BBrN2O6P
Method: DFT, the ωB97M-V functional and the def2-TZVPD basis

The geometry in XYZ format:
```
39
Properties=species:S:1:pos:R:3:forces:R:3
C -2.955 2.001 -3.912 -0.4 0.0 -0.4
O -1.918 2.165 -4.919 0.2 -0.2 1.4
B -0.677 1.821 -4.550 0.2 0.8 -1.1
O 0.417 2.589 -4.818 -0.1 -0.6 1.0
N -0.390 0.524 -3.753 0.0 1.5 -0.6
C 0.090 0.659 -2.538 0.3 -1.1 1.0
C 0.328 -0.489 -1.780 -0.7 -0.8 1.0
P 0.963 -0.303 -0.047 1.5 0.8 0.5
O -0.256 0.414 0.791 0.1 -0.4 -1.1
Br 1.074 -2.367 0.765 -0.5 0.3 -0.4
C 0.058 -1.703 -2.367 0.0 0.6 -0.4
C -0.441 -1.687 -3.682 0.3 -1.3 0.5
N -0.655 -0.604 -4.377 -0.3 -0.2 0.1
H -3.668 1.269 -4.291 0.0 0.1 0.2
H -3.425 2.976 -3.773 0.0 -0.2 -0.2
H -2.573 1.697 -2.931 0.1 -0.1 -0.2
H 0.320 3.445 -4.378 0.1 0.3 -0.7
H 0.271 1.637 -2.102 -0.1 0.1 -0.5
H 0.100 1.283 1.029 -0.2 -0.1 0.5
H 0.219 -2.630 -1.830 -0.1 0.0 -0.1
H -0.666 -2.653 -4.127 -0.1 0.4 -0.4
C 0.446 -1.005 4.586 0.2 0.0 -0.3
O 0.980 0.006 3.727 0.0 0.2 0.0
H 0.105 -0.535 5.502 0.0 0.0 0.0
H -0.401 -1.500 4.103 0.0 -0.1 0.2
H 1.218 -1.741 4.826 -0.1 -0.1 0.1
H 1.275 -0.427 2.923 0.1 -0.1 0.1
C 3.677 0.502 -2.592 0.1 -0.3 -0.1
O 3.805 -0.735 -1.899 -0.3 0.1 0.0
H 3.232 1.227 -1.912 0.0 0.0 0.1
H 4.656 0.865 -2.908 -0.1 0.2 0.0
H 3.031 0.386 -3.470 0.0 0.2 -0.1
H 4.201 -1.364 -2.510 0.1 -0.1 0.1
C -2.025 -0.688 8.123 -0.1 -0.2 -0.1
O -1.730 -1.447 6.951 0.0 0.1 0.0
H -1.270 0.088 8.224 0.0 0.0 -0.1
H -3.009 -0.220 8.036 0.0 0.1 0.1
H -2.001 -1.328 9.007 0.0 0.1 0.1
H -2.404 -2.127 6.874 0.0 0.0 0.0
```
Forces are in eV/Å.

Properties
Energy above the lowest of the compared OMol25 structures with the same formula, charge and spin   0.0 kJ/mol
E_HOMO   -11.96 eV
Orbital gap   6.98 eV
Lowest unoccupied orbital energy   -0.1829 Ha
Total charge   +1
Electronic energy   -103887.5520 eV

Results of the Mulliken charge analysis, in e, for atoms 1 through 4: -0.56 -0.30 0.22 -0.43



Molecular formula: C8H20ClI2OP2Sc
Method: DFT, the ωB97M-V functional and the def2-TZVPD basis

The geometry in XYZ format:
```
35
Properties=species:S:1:pos:R:3:forces:R:3
I 4.804 0.559 -1.295 -0.6 -1.4 0.2
I 2.499 -1.438 -0.678 2.8 -0.7 -0.8
Sc 0.067 -0.338 -0.021 -4.5 -0.7 1.2
P 0.649 -0.199 2.595 0.9 1.2 1.8
C 2.514 -0.192 2.778 0.1 -0.2 0.3
C 0.037 1.374 3.369 0.0 0.7 -0.1
H 0.189 1.575 4.455 0.1 -0.9 -0.7
H -0.031 -1.555 4.696 0.3 0.7 -0.6
H -1.037 1.509 3.166 0.3 -0.3 0.1
H -1.170 -1.569 3.340 0.4 0.1 0.1
H 2.897 0.672 2.180 -0.2 -0.6 0.5
H 0.519 2.227 2.869 0.0 -0.3 0.0
C -0.093 -1.524 3.592 -0.4 -1.1 -0.1
H 2.955 -0.155 3.820 -0.8 0.1 -1.1
H 0.336 -2.481 3.259 -0.1 0.1 0.0
H 2.855 -1.129 2.290 0.0 0.6 0.4
P -0.758 -0.148 -2.568 -0.1 1.3 -2.0
C 0.755 -0.131 -3.674 -0.1 -0.1 -0.3
C -1.912 -1.456 -3.074 -0.3 -1.1 0.3
H -2.489 1.566 -2.174 0.2 -0.3 -0.2
H -2.086 1.660 -3.906 0.4 -0.9 0.5
H -0.993 2.283 -2.695 0.0 -0.3 0.0
C -1.668 1.438 -2.897 0.0 0.7 0.1
H -2.711 -1.509 -2.311 0.3 0.1 -0.3
H -2.419 -1.465 -4.058 0.6 0.7 0.3
H 0.605 -0.073 -4.794 -0.2 0.0 1.4
H 1.291 -1.074 -3.443 -0.2 0.6 -0.3
H -1.379 -2.417 -3.024 -0.1 0.2 0.1
H 1.394 0.725 -3.339 -0.5 -0.6 -0.3
C 1.435 1.077 -0.382 10.2 10.2 -2.7
O 2.352 1.895 -0.627 -8.3 -6.2 2.2
Cl -1.190 2.258 0.347 -0.3 -1.9 0.1
C -1.912 0.577 0.526 1.5 -1.1 -0.4
H -2.081 0.256 1.556 -0.7 0.8 -0.3
H -2.581 0.273 -0.282 -0.5 0.8 0.6
```
Forces are in eV/Å.

Properties
Energy above the lowest of the compared OMol25 structures with the same formula, charge and spin   254.6 kJ/mol
E_HOMO (alpha / beta)   -15.06 / -15.15 eV
Orbital gap (alpha / beta)   4.38 / 4.54 eV
Lowest unoccupied orbital energy (alpha / beta)   -0.3925 / -0.3899 Ha
Total charge   +2
Electronic energy   -78651.5562 eV

Results of the Mulliken charge analysis, in e, for atoms 1 through 4: 0.38 -0.02 -0.12 0.76



Molecular formula: C8H20ClMg2O4
Method: DFT, the ωB97M-V functional and the def2-TZVPD basis

The geometry in XYZ format:
```
35
Properties=species:S:1:pos:R:3:forces:R:3
Mg 13.970 2.773 -5.919 0.0 0.6 -0.1
Mg 13.061 -1.334 -5.670 0.5 0.2 -0.1
Cl 14.505 0.500 -5.667 -0.5 -0.8 0.1
C 19.692 2.761 -7.895 1.0 0.8 -0.7
O 19.085 1.696 -8.585 -1.9 -0.9 1.5
C 18.227 0.910 -7.684 0.9 0.5 -1.2
C 17.116 0.184 -8.487 1.2 0.1 0.9
O 17.427 -1.210 -8.594 -0.5 -0.6 -0.5
C 16.981 -2.067 -7.545 0.2 2.0 0.3
H 19.061 3.561 -7.508 -1.0 -0.3 0.2
H 20.241 3.303 -8.666 0.5 -0.3 0.1
H 20.342 2.456 -7.075 0.1 -0.2 -0.1
H 17.861 1.549 -6.880 -0.4 0.4 -0.1
H 18.832 0.173 -7.155 0.2 -0.3 -0.1
H 17.016 0.644 -9.470 0.4 -0.4 -0.2
H 16.173 0.406 -7.987 -0.5 -0.6 0.2
H 15.906 -1.909 -7.459 -0.9 -0.3 0.0
H 17.377 -1.679 -6.606 0.3 -0.2 0.4
H 17.204 -3.132 -7.610 0.3 0.3 -0.8
C 17.265 -0.645 -3.533 0.4 0.5 -0.5
O 17.889 0.228 -2.642 0.0 0.2 1.3
C 17.730 1.630 -2.686 0.7 0.6 -0.9
C 18.312 2.276 -3.961 1.4 -1.6 0.7
O 19.716 1.883 -4.237 -3.5 0.3 -0.6
C 20.523 2.086 -3.135 2.2 0.7 0.6
H 16.187 -0.502 -3.613 -0.4 0.3 0.2
H 17.429 -1.672 -3.206 0.2 0.2 0.2
H 17.710 -0.515 -4.519 -0.1 -0.2 -0.4
H 18.193 2.087 -1.812 0.1 -0.6 0.2
H 16.708 2.009 -2.702 -0.7 -0.5 0.3
H 18.222 3.360 -3.891 0.0 0.1 -0.1
H 17.632 1.864 -4.706 0.6 0.2 -0.9
H 21.491 2.411 -3.517 0.2 -0.1 -0.2
H 20.758 1.196 -2.551 -0.6 -0.2 0.1
H 20.255 2.925 -2.494 -0.5 -0.1 0.2
```
Forces are in eV/Å.

Properties
Spin multiplicity   2
E_HOMO (alpha / beta)   -14.16 / -14.15 eV
Orbital gap (alpha / beta)   2.76 / 2.65 eV
Lowest unoccupied orbital energy (alpha / beta)   -0.4189 / -0.4227 Ha
Total charge   +2
Electronic energy   -40200.6159 eV

Results of the Mulliken charge analysis, in e, for atoms 1 through 4: 0.56 0.76 0.53 -0.73